[1]
{"formula": "C24H27ClN4O4", "method": "the ωB97M-V functional and the def2-TZVPD basis", "species": ["C", "C", "C", "C", "N", "C", "C", "C", "C", "N", "C", "O", "N", "C", "C", "C", "O", "O", "C", "C", "C", "C", "C", "O", "N", "C", "C", "C", "C", "C", "Cl", "C", "C", "H", "H", "H", "H", "H", "H", "H", "H", "H", "H", "H", "H", "H", "H", "H", "H", "H", "H", "H", "H", "H", "H", "H", "H", "H", "H", "H"], "positions_angstrom": [[-2.768034, 4.325721, -3.513704], [-2.433517, 3.362545, -2.242433], [-2.728093, 1.817588, -2.758835], [-2.187339, 1.115782, -1.629972], [-3.146487, 0.845345, -0.908396], [-2.872233, -0.227176, 0.242976], [-3.907040, -0.612808, 1.042295], [-3.690782, -1.239079, 2.276958], [-2.130383, -1.650828, 2.564387], [-2.198838, -2.424459, 3.720295], [-0.984270, -2.385223, 4.647933], [-1.034703, -3.265091, 5.368712], [-0.230410, -1.304350, 4.495749], [1.038568, -1.488133, 5.199036], [2.420275, -1.419562, 4.102026], [2.241392, -0.172195, 3.274265], [1.578646, 0.707175, 2.979748], [3.317465, -0.353494, 2.308397], [3.302522, 0.627373, 1.278188], [4.745315, 0.214053, 0.464173], [-1.223662, -1.359709, 1.652236], [-1.749886, -0.520893, 0.611028], [-0.353744, -0.096313, -0.224258], [0.657823, -0.519910, -0.142561], [-0.791052, 0.863205, -1.377023], [0.160786, 1.264563, -2.125086], [0.807280, 0.125070, -3.035761], [0.011982, -0.977163, -3.522969], [0.527189, -1.802172, -4.421530], [1.768330, -2.106155, -4.646298], [2.420481, -3.335842, -5.493237], [2.845995, -1.039268, -4.061945], [2.314880, -0.128508, -3.175194], [-3.777100, 4.093770, -3.960783], [-2.640772, 5.282718, -3.267569], [-2.047669, 4.333811, -4.235290], [-3.017703, 3.498349, -1.392192], [-1.436323, 3.608615, -2.025618], [-1.728317, 1.812880, -3.546655], [-3.623030, 1.624659, -3.027022], [-4.937135, -0.128081, 0.961432], [-4.500328, -1.438538, 2.957557], [-2.893821, -3.056790, 4.240462], [-0.139521, -0.635724, 3.940811], [1.231851, -1.927643, 5.937864], [1.257750, -0.386735, 5.734006], [3.236042, -1.545012, 4.730802], [2.175953, -2.473613, 3.664407], [2.580690, 0.266473, 0.708510], [3.480618, 1.583740, 1.639558], [4.722774, 1.021356, -0.076035], [4.602331, -0.630628, 0.224654], [5.423279, 0.458669, 1.367361], [-0.186223, -1.632000, 1.964499], [0.006721, 2.116187, -2.849434], [1.076705, 1.573065, -1.445192], [-0.984794, -0.866529, -3.441091], [-0.414503, -2.513529, -4.889348], [3.809563, -1.565638, -4.133992], [2.994507, 0.686081, -2.730903]], "forces_ev_per_a": [[-2.7, -4.0, 2.2], [-2.0, -0.3, -5.1], [13.1, 5.7, -0.5], [2.2, -1.0, -0.1], [-2.1, -5.3, 5.8], [-7.5, 6.1, -5.3], [-4.4, 0.0, 4.3], [4.2, 0.5, -3.2], [-9.7, -1.4, 1.6], [4.1, 0.3, 2.3], [-6.3, 3.2, -7.2], [2.1, -4.7, 5.7], [3.0, -8.4, 8.6], [1.6, 13.4, -10.5], [-7.0, -2.7, 2.1], [7.2, -5.3, -3.9], [-5.4, 4.0, 1.6], [-0.3, -0.2, 2.6], [6.2, -3.2, 0.6], [-0.7, 10.0, 10.6], [0.4, 0.4, 1.1], [15.6, -2.3, 0.6], [-14.1, 4.5, -2.3], [9.3, -3.2, 1.0], [-6.6, -3.2, 5.4], [9.2, 2.0, -5.0], [1.6, -3.3, 0.1], [3.4, 6.7, 2.1], [-5.8, -5.8, -2.9], [5.5, 5.2, 2.0], [0.6, -2.1, -1.6], [-3.8, -4.3, 0.1], [-1.2, 3.0, -0.4], [1.1, 0.5, 0.5], [-0.6, 4.2, 1.7], [2.1, -1.4, -2.3], [-1.3, 0.7, 1.3], [1.5, -0.5, 0.5], [-3.6, -0.5, 0.9], [-5.8, -1.4, -2.0], [1.4, -1.0, -0.6], [0.2, -0.1, 0.3], [0.9, 1.7, -2.2], [-0.5, 6.9, -6.6], [1.5, -8.3, 10.2], [-0.8, -2.2, -1.3], [1.8, 0.5, 0.7], [1.0, 2.4, -0.5], [-3.7, 0.2, -3.0], [-0.7, 1.9, 0.4], [0.8, 3.7, -4.4], [-1.1, -11.3, -3.9], [-0.4, -1.1, -1.8], [-0.7, 0.5, -1.5], [-0.2, -0.6, 1.1], [-1.4, -0.1, -1.3], [-3.4, 0.0, 0.5], [3.1, 1.6, 1.0], [0.1, 1.4, 0.2], [-1.0, -1.5, -0.4]], "lowdin_charge": [-0.07, -0.13, -0.07, -0.40, 0.20, -0.22, -0.05, 0.07, -0.22, 0.08, -0.56, 0.15, 0.14, -0.05, 0.02, -0.45, 0.18, -0.10, -0.15, 0.05, 0.00, -0.09, -0.26, 0.21, 0.02, -0.26, -0.08, -0.07, -0.21, -0.76, 0.75, -0.04, -0.05, 0.10, 0.01, 0.03, 0.07, 0.07, 0.17, 0.04, 0.13, 0.08, 0.18, 0.01, -0.02, 0.17, 0.08, 0.16, 0.04, 0.10, 0.00, -0.05, 0.12, 0.14, 0.13, 0.16, 0.07, 0.18, 0.08, 0.12], "orbital_gap_ev": 8.842, "e_lumo_ha": 0.020, "e_homo_ev": -8.30}

***

[2]
{"formula": "C24H27IN2O6", "method": "the ωB97M-V functional and the def2-TZVPD basis", "species": ["O", "N", "O", "C", "C", "C", "C", "C", "C", "H", "H", "H", "H", "H", "O", "N", "O", "C", "C", "C", "C", "C", "C", "H", "H", "H", "H", "H", "C", "C", "C", "C", "C", "C", "C", "C", "C", "O", "C", "C", "O", "C", "I", "H", "H", "H", "H", "H", "H", "H", "H", "H", "H", "H", "H", "H", "H", "H", "H", "H"], "positions_angstrom": [[-4.655423, 1.637002, -2.102315], [-4.767386, 0.429714, -2.183810], [-5.215023, -0.282227, -1.311150], [-4.314409, -0.216821, -3.428052], [-3.777993, 0.569892, -4.429826], [-3.346580, -0.046878, -5.593228], [-3.456272, -1.423900, -5.734516], [-3.996284, -2.192643, -4.711808], [-4.430596, -1.589334, -3.542572], [-3.699624, 1.638388, -4.298245], [-2.922841, 0.549919, -6.389039], [-3.116824, -1.900434, -6.644618], [-4.078475, -3.265086, -4.822402], [-4.847362, -2.168234, -2.732365], [1.747990, 3.631952, -2.296395], [2.071800, 2.539746, -1.883444], [1.393543, 1.535201, -1.963869], [3.384866, 2.412343, -1.224760], [4.172047, 3.538599, -1.079540], [5.396633, 3.409991, -0.443355], [5.810051, 2.172529, 0.031845], [5.000994, 1.054743, -0.127555], [3.773872, 1.169304, -0.760674], [3.830811, 4.491984, -1.453606], [6.027661, 4.278901, -0.318164], [6.767182, 2.078446, 0.527282], [5.326965, 0.090432, 0.238396], [3.128866, 0.313925, -0.896557], [-1.648466, 1.451789, 0.035821], [-1.935357, 0.119167, 0.688116], [-3.240203, -0.096436, 1.144323], [-3.628229, -1.296274, 1.715784], [-2.697625, -2.318867, 1.845873], [-1.399924, -2.115221, 1.401502], [-0.995812, -0.910738, 0.818765], [0.433719, -0.765215, 0.332483], [1.468366, -1.298497, 1.314386], [1.354565, -0.593608, 2.536333], [2.531363, -0.053569, 3.096785], [3.010630, -0.882761, 4.276425], [2.114367, -0.790266, 5.381559], [1.084325, -1.737815, 5.353878], [-0.397956, -1.158797, 6.765693], [-2.120685, 2.252884, 0.604276], [-2.078781, 1.476037, -0.970180], [-0.589864, 1.671418, -0.074042], [-3.967267, 0.700693, 1.026686], [-4.647484, -1.438286, 2.056381], [-2.978511, -3.262312, 2.296627], [-0.691128, -2.929133, 1.505168], [0.566692, -1.264269, -0.632420], [0.657891, 0.292380, 0.192516], [2.474504, -1.172276, 0.897557], [1.334657, -2.372155, 1.491696], [2.312474, 0.957847, 3.451829], [3.333123, 0.016701, 2.350109], [3.149740, -1.931988, 3.988236], [3.974634, -0.501814, 4.625262], [0.578233, -1.779667, 4.392356], [1.429821, -2.726403, 5.664560]], "forces_ev_per_a": [[0.0, 0.0, 0.0], [0.1, 0.0, 0.0], [-0.1, 0.0, 0.0], [0.0, 0.0, 0.0], [0.0, 0.1, -0.1], [0.0, 0.0, 0.0], [0.0, 0.0, 0.0], [0.0, 0.0, 0.0], [0.0, -0.1, 0.0], [0.0, 0.0, 0.1], [0.0, 0.0, 0.0], [0.0, 0.0, 0.0], [0.0, 0.0, 0.0], [0.0, 0.0, 0.0], [0.0, 0.0, 0.0], [0.1, -0.1, 0.0], [-0.1, 0.0, -0.1], [0.0, 0.0, 0.1], [0.1, 0.1, 0.0], [0.0, 0.0, 0.0], [0.0, 0.0, 0.0], [0.0, 0.0, 0.0], [0.0, -0.1, 0.0], [-0.1, 0.0, 0.0], [0.0, 0.0, 0.0], [0.0, 0.0, 0.0], [0.0, 0.0, 0.0], [0.0, 0.0, 0.0], [-0.1, -0.1, -0.1], [-0.1, 0.0, 0.0], [0.1, 0.0, 0.0], [0.1, 0.0, 0.0], [0.1, 0.1, 0.0], [-0.1, 0.0, 0.0], [0.0, -0.1, 0.0], [0.0, 0.1, 0.3], [0.0, -0.1, -0.1], [-0.1, 0.2, -0.1], [0.1, -0.2, 0.2], [0.0, 0.0, 0.0], [0.1, 0.0, 0.0], [0.0, 0.0, -0.1], [0.0, 0.0, 0.0], [0.0, 0.0, 0.0], [0.0, 0.0, 0.0], [0.0, 0.1, 0.1], [0.0, 0.0, 0.0], [0.0, 0.0, 0.0], [0.0, 0.0, 0.0], [0.0, 0.0, 0.0], [0.0, 0.0, 0.0], [0.1, -0.1, -0.2], [0.0, 0.0, 0.0], [0.0, 0.0, 0.0], [-0.1, -0.1, 0.0], [0.0, 0.0, 0.0], [0.0, 0.0, -0.1], [-0.1, 0.0, 0.0], [0.0, 0.0, 0.0], [0.0, 0.0, 0.0]], "lowdin_charge": [0.07, -0.34, 0.08, -0.15, 0.00, -0.07, -0.07, -0.07, 0.00, 0.12, 0.11, 0.11, 0.11, 0.12, 0.09, -0.34, 0.07, -0.14, 0.00, -0.06, -0.07, -0.07, -0.01, 0.12, 0.11, 0.11, 0.11, 0.11, -0.03, -0.20, -0.06, -0.09, -0.09, -0.05, -0.17, -0.11, -0.21, -0.14, -0.18, -0.18, -0.25, -0.70, 0.78, 0.09, 0.08, 0.05, 0.11, 0.10, 0.10, 0.10, 0.13, 0.08, 0.11, 0.11, 0.14, 0.11, 0.13, 0.13, 0.04, 0.05], "orbital_gap_ev": 7.892, "e_lumo_ha": -0.025, "e_homo_ev": -8.56}

***

[3]
{"formula": "C24H27N3O2", "method": "the ωB97M-V functional and the def2-TZVPD basis", "species": ["C", "C", "C", "C", "C", "C", "C", "N", "C", "C", "C", "C", "C", "C", "C", "C", "C", "C", "N", "O", "O", "C", "C", "C", "C", "C", "C", "N", "C", "H", "H", "H", "H", "H", "H", "H", "H", "H", "H", "H", "H", "H", "H", "H", "H", "H", "H", "H", "H", "H", "H", "H", "H", "H", "H", "H"], "positions_angstrom": [[-1.354967, -3.531847, 0.156947], [-1.704767, -2.100464, 0.191113], [-0.899030, -0.950488, 0.199478], [0.486481, -0.830483, -0.300709], [1.320547, 0.164659, 0.412737], [2.011649, -0.007956, 1.622266], [2.006470, -1.159416, 2.545265], [2.768111, 1.141368, 1.846897], [3.572755, 1.407379, 3.029936], [2.537123, 2.070059, 0.823231], [2.995525, 3.342420, 0.660633], [2.442781, 4.131216, -0.389516], [1.509446, 3.532103, -1.286493], [1.036615, 2.259428, -1.065917], [1.581942, 1.483442, -0.085048], [0.652624, -0.933362, -1.851563], [0.230770, -2.337431, -2.454135], [0.033639, -0.041620, -2.949938], [2.152720, -0.828766, -1.968528], [2.661727, 0.210934, -2.434770], [2.814417, -1.794392, -1.525365], [-1.767406, 0.171356, 0.456856], [-1.570419, 1.532874, 0.702745], [-2.705895, 2.357018, 0.809674], [-4.017492, 1.836761, 0.756535], [-4.219460, 0.457231, 0.482709], [-3.099045, -0.320609, 0.305545], [-3.012680, -1.690801, 0.145686], [-4.111247, -2.614625, 0.047917], [-0.268689, -3.656005, 0.283326], [-1.871072, -4.052218, 0.991639], [-1.611011, -4.064792, -0.792442], [0.968375, -1.837032, -0.317242], [1.398156, -1.955658, 2.074878], [3.008532, -1.615747, 2.770921], [1.534011, -0.922972, 3.537469], [4.098544, 2.370561, 2.866020], [2.941002, 1.477899, 3.914615], [4.295578, 0.615576, 3.175648], [3.704313, 3.819426, 1.377434], [2.780105, 5.154011, -0.603073], [1.085438, 4.130777, -2.118699], [0.217762, 1.845421, -1.662356], [-0.873727, -2.435356, -2.367240], [0.391009, -2.385894, -3.569338], [0.701301, -3.233300, -1.984878], [-0.896970, 0.398267, -2.569219], [0.733784, 0.751017, -3.327241], [-0.283089, -0.627526, -3.850338], [-0.551386, 1.916249, 0.804965], [-2.538718, 3.415990, 1.019505], [-4.866268, 2.488309, 0.895260], [-5.214620, -0.002886, 0.518439], [-5.020365, -2.040577, -0.097587], [-4.005170, -3.284918, -0.795560], [-4.209773, -3.224595, 0.940930]], "forces_ev_per_a": [[0.2, -1.0, -0.2], [0.8, 2.1, -1.0], [-0.9, -0.8, 0.1], [0.2, -2.5, -0.1], [0.7, 0.2, 0.8], [0.0, 1.3, -1.8], [-0.1, -1.1, 0.8], [-0.2, 0.2, -0.3], [-0.1, 0.5, -0.6], [-1.1, -2.0, 0.0], [0.3, 2.8, -0.2], [0.3, -1.4, -0.4], [0.1, 1.4, 0.4], [-0.7, 0.0, -1.3], [1.5, -0.1, 2.5], [-0.5, -0.4, -3.1], [-0.1, -0.8, 0.2], [-0.4, 1.3, -0.6], [2.8, 0.2, -0.5], [-0.8, -2.5, 0.9], [-1.1, 1.8, -0.9], [-0.7, -0.2, -1.1], [-0.6, 0.3, -0.1], [0.4, -0.3, 0.4], [0.6, -1.2, -0.6], [-0.6, 1.4, 0.6], [0.8, -0.4, 0.7], [-0.2, -0.4, 0.4], [-0.3, 0.3, 0.2], [-0.4, 0.0, 0.1], [0.3, 0.1, -0.5], [0.0, 0.5, 0.7], [-0.1, 0.3, 1.9], [0.3, 0.3, 0.3], [-0.7, 0.6, -0.3], [0.4, -0.1, -0.9], [-0.3, -0.7, 0.3], [0.0, 0.1, 0.1], [0.3, -0.1, 0.1], [-0.6, -0.5, -0.7], [-0.1, -0.5, 0.4], [0.3, -0.4, 0.7], [0.5, 0.5, 0.2], [0.6, 0.2, 0.2], [0.4, 0.1, 1.3], [-0.3, 0.8, -0.2], [0.2, 0.2, -0.1], [-0.9, -0.7, 0.6], [0.4, 0.5, 0.9], [-0.7, 0.1, 0.0], [-0.2, -0.3, -0.1], [-0.1, 0.0, 0.0], [0.4, 0.4, -0.2], [-0.1, -0.1, 0.0], [0.1, -0.1, -0.3], [-0.1, 0.0, 0.2]], "lowdin_charge": [-0.03, -0.22, -0.07, -0.16, -0.10, -0.18, -0.01, -0.05, -0.01, -0.16, -0.03, -0.07, -0.08, -0.08, -0.15, -0.34, -0.04, -0.04, -0.30, 0.07, 0.06, -0.10, -0.01, -0.08, -0.08, -0.02, -0.17, -0.06, -0.02, 0.08, 0.09, 0.09, 0.13, 0.08, 0.10, 0.10, 0.09, 0.09, 0.08, 0.11, 0.10, 0.11, 0.09, 0.09, 0.10, 0.09, 0.09, 0.09, 0.08, 0.10, 0.10, 0.09, 0.10, 0.08, 0.09, 0.09], "orbital_gap_ev": 7.701, "e_lumo_ha": 0.014, "e_homo_ev": -7.31}